[1]
The following is a DFT calculation (ωB97M-V with the def2-TZVPD basis set) of 12 unconnected molecules or ions with the total composition C38H60Cl2O33 at a distorted geometry.

Element x y z (Å)
C1 -2.2025 18.8276 0.8537
C2 -2.7169 17.6830 1.7927
O1 -1.6048 16.8479 1.9737
C3 -1.7021 15.5307 1.9563
O2 -2.6622 14.8812 1.4826
O3 -0.5880 14.9794 2.4862
C4 -0.4783 13.5486 2.7193
H1 -1.3628 19.4003 1.2477
H2 -3.0399 19.5105 0.7100
H3 -1.8205 18.4963 -0.1120
H4 -3.6127 17.2085 1.3921
H5 -3.0036 18.2337 2.6886
H6 -0.5392 12.9719 1.7964
H7 -1.3930 13.2666 3.2408
H8 0.2819 13.3590 3.4770
C5 -7.9738 14.8984 9.0246
C6 -7.7063 13.6148 8.2125
O4 -6.4210 13.4599 7.7556
C7 -5.9654 14.0840 6.6874
O5 -6.6385 14.6063 5.8290
O6 -4.6694 13.9736 6.6850
C8 -3.9302 14.3779 5.5961
H9 -8.0571 15.8315 8.4674
H10 -7.1874 15.1100 9.7492
H11 -8.9342 14.7016 9.5012
H12 -8.3663 13.6263 7.3451
H13 -8.0043 12.8985 8.9781
H14 -4.0953 15.4495 5.4840
H15 -4.1702 13.9068 4.6429
H16 -2.8849 14.0837 5.6898
C9 2.7258 21.8910 5.7873
C10 1.3432 22.5424 5.5705
O7 0.4262 21.5705 4.9513
C11 -0.8875 21.9925 4.9323
O8 -1.2798 23.1324 5.2208
O9 -1.5996 21.0082 4.3877
C12 -2.9479 21.1308 3.8575
H17 3.4407 22.7057 5.9030
H18 2.8965 21.2190 4.9463
H19 2.6039 21.1750 6.6000
H20 1.5569 23.3806 4.9073
H21 0.9768 23.0074 6.4858
H22 -3.2245 20.2283 3.3126
H23 -3.0801 22.0485 3.2843
H24 -3.7554 21.2725 4.5758
O10 -0.8097 12.9309 -3.2547
C13 -0.6215 13.7847 -2.3859
O11 -1.3840 14.9105 -2.3959
C14 -0.8553 15.8734 -1.5811
C15 0.1936 15.0783 -0.6748
O12 0.3577 13.9324 -1.4597
H25 -0.4858 16.6036 -2.3010
H26 -1.6515 16.2692 -0.9505
H27 -0.3036 14.7651 0.2432
H28 1.0862 15.6561 -0.4346
O13 -4.0649 17.2129 -1.2476
C16 -4.2753 18.3033 -1.8005
O14 -4.2212 18.4120 -3.1884
C17 -4.7116 19.6392 -3.6038
C18 -4.9694 20.3520 -2.2899
O15 -4.6790 19.4315 -1.2223
H29 -3.8485 20.1477 -4.0335
H30 -5.4732 19.4698 -4.3649
H31 -5.9834 20.7384 -2.3929
H32 -4.3463 21.2422 -2.3761
O16 -3.2755 24.1168 -1.2430
C19 -2.5700 23.5635 -0.3924
O17 -1.9992 24.1570 0.6214
C20 -1.0563 23.3403 1.2194
C21 -1.2833 22.0215 0.5704
O18 -2.0861 22.2819 -0.5074
H33 -0.0809 23.7448 0.9490
H34 -1.2221 23.1810 2.2849
H35 -1.6530 21.5269 1.4686
H36 -0.3388 21.5746 0.2601
O19 0.2858 19.4166 8.1761
C22 0.2836 18.7334 7.1291
O20 -0.8443 18.5416 6.4146
C23 -0.6086 17.7863 5.2839
C24 0.8033 17.2218 5.4481
O21 1.2482 17.9354 6.6041
H37 -1.3617 17.0115 5.1403
H38 -0.7579 18.4961 4.4703
H39 1.4440 17.5426 4.6267
H40 0.8684 16.1597 5.6842
O22 -4.7958 18.4535 4.3133
C25 -5.8582 19.0721 4.2570
O23 -6.0341 20.2369 3.6416
C26 -7.4013 20.6617 3.8796
C27 -8.0534 19.4213 4.5893
O24 -6.9113 18.6024 4.7592
H41 -7.2892 21.5150 4.5485
H42 -7.7861 20.9362 2.8974
H43 -8.7409 18.8579 3.9584
H44 -8.4103 19.6409 5.5955
O25 -2.1331 8.9062 3.9340
C28 -2.2981 9.6362 2.9882
O26 -3.0319 10.7801 3.1117
C29 -3.4276 11.2720 1.8119
C30 -2.2570 10.7402 0.9928
O27 -2.0281 9.4621 1.6665
H45 -4.3925 10.7713 1.7323
H46 -3.5107 12.3588 1.7995
H47 -1.3559 11.3524 1.0285
H48 -2.6164 10.6137 -0.0285
O28 1.2380 18.1295 1.6646
C31 1.7735 19.0739 1.1603
O29 1.4655 20.2986 1.4694
C32 2.4816 21.2168 0.9277
C33 3.5439 20.2280 0.3390
O30 2.9611 19.0341 0.4687
H49 2.1265 21.6770 0.0057
H50 2.9998 21.8219 1.6717
H51 4.5286 20.2434 0.8062
H52 3.6271 20.4203 -0.7307
O31 -7.5059 11.0754 0.8739
C34 -6.9103 11.8771 0.1460
O32 -7.4967 12.9768 -0.3774
C35 -6.4731 13.6184 -1.2338
C36 -5.1625 12.9712 -0.9815
O33 -5.5482 11.8318 -0.1603
H53 -6.9407 13.4969 -2.2109
H54 -6.4069 14.7026 -1.1437
H55 -4.4692 13.5219 -0.3457
H56 -4.6362 12.8446 -1.9276
Cl1 2.4342 20.3702 -2.9101
C37 1.1804 20.5571 -4.1358
C38 -0.2668 20.8817 -3.5152
Cl2 -0.9625 19.4839 -2.6140
H57 1.1915 19.6425 -4.7286
H58 1.5253 21.3622 -4.7846
H59 -1.0286 21.1436 -4.2494
H60 -0.1742 21.7921 -2.9229

Output
- Orbital gap: 10.34 eV
- SMILES string: CCOC(=O)OC.CCOC(=O)OC.CCOC(=O)OC.O=C1OCCO1.O=C1OCCO1.O=C1OCCO1.O=C1OCCO1.O=C1OCCO1.O=C1OCCO1.O=C1OCCO1.O=C1OCCO1.ClCCCl
- E_LUMO: -0.15 eV
- HOMO energy: -0.3854 Ha
- Molecular weight: 1115.8 Da
- Electronic energy: -132986.9767 eV

---

[2]
The following is a DFT calculation (ωB97M-V with the def2-TZVPD basis set) of 3 unconnected molecules or ions with the total composition C38H61BF6N2O15P at a distorted geometry.

Element x y z (Å)
C1 2.3784 -7.5453 1.5641
O1 3.3780 -6.6006 1.9452
C2 3.5577 -6.4994 3.3461
C3 4.3357 -5.2369 3.6299
C4 3.5379 -3.9142 3.6116
C5 2.0118 -4.0530 3.4290
C6 1.4694 -2.7161 3.0082
C7 1.0393 -2.3596 1.7326
C8 1.0109 -3.3386 0.5838
C9 -0.4516 -3.7121 0.2174
C10 -0.7118 -5.2299 0.0951
C11 -1.5433 -5.5985 -1.1533
N1 -0.7933 -6.3175 -2.1855
C12 0.3499 -5.5630 -2.6863
C13 -0.5527 -7.6619 -1.8525
C14 0.8396 -8.2464 -1.8231
O2 -1.4766 -8.3718 -1.5542
C15 0.6103 -1.0433 1.5139
C16 0.1140 -0.5913 0.1634
O3 -1.0261 -0.6800 -0.0851
O4 1.0427 0.0159 -0.6281
C17 1.4347 -0.6031 -1.8201
F1 1.2831 0.3227 -2.7843
F2 0.6018 -1.6147 -2.1476
C18 2.8563 -1.0923 -1.7976
C19 3.6364 -1.1094 -0.6498
C20 4.9498 -1.5711 -0.7194
C21 5.4990 -2.0032 -1.9211
C22 4.7090 -1.9754 -3.0708
C23 5.2972 -2.4580 -4.3662
F3 4.5029 -2.2224 -5.4084
F4 5.4825 -3.7939 -4.3005
F5 6.4850 -1.9100 -4.6092
C24 3.3957 -1.5282 -3.0087
C25 0.5887 -0.1042 2.5509
P1 0.0323 1.6177 2.3950
O5 -1.0585 1.8895 3.3268
O6 -0.3498 1.9513 0.8921
O7 1.3580 2.4369 2.6205
C26 0.9967 -0.4976 3.8226
B1 1.0240 0.4378 5.1623
O8 2.0957 1.2149 5.3632
O9 -0.0421 0.4036 6.0036
N2 1.4099 -1.7528 3.9546
F6 1.7924 -2.1024 5.2074
H1 2.7571 -8.0905 0.7062
H2 1.4881 -7.0082 1.2401
H3 2.1442 -8.2249 2.3777
H4 4.1784 -7.3388 3.6726
H5 2.6173 -6.5780 3.8969
H6 4.8767 -5.3317 4.5654
H7 5.0884 -5.1673 2.8496
H8 3.6951 -3.4321 4.5721
H9 3.9266 -3.2131 2.8773
H10 1.5190 -4.3334 4.3544
H11 1.7418 -4.7549 2.6534
H12 1.5619 -4.2473 0.7927
H13 1.5331 -2.8593 -0.2381
H14 -1.0888 -3.3456 1.0197
H15 -0.8005 -3.2117 -0.6769
H16 0.2190 -5.7894 0.1095
H17 -1.2845 -5.5465 0.9622
H18 -2.3897 -6.2137 -0.8774
H19 -1.9538 -4.7129 -1.6328
H20 0.7638 -6.0081 -3.5831
H21 1.1731 -5.4815 -1.9665
H22 0.0201 -4.5487 -2.8933
H23 0.8947 -9.0530 -2.5455
H24 1.6513 -7.5383 -1.9344
H25 0.9394 -8.7098 -0.8454
H26 3.2374 -0.7549 0.2898
H27 5.5712 -1.5986 0.1620
H28 6.5138 -2.3627 -1.9520
H29 2.8169 -1.5133 -3.9186
H30 -1.2996 1.7815 0.7779
H31 1.2953 3.2852 2.1525
H32 2.0756 1.5231 6.2810
H33 -0.4073 -0.4733 6.1583
C27 -2.8298 4.2763 4.0973
O10 -2.8331 5.4166 3.2616
C28 -2.1779 5.2116 2.0276
C29 -2.8787 5.9129 0.8838
O11 -4.0987 5.3164 0.4809
C30 -5.2295 5.4239 1.3348
C31 -5.8404 6.8053 1.4152
O12 -5.0246 7.6939 2.1606
C32 -4.9892 9.0065 1.6429
H34 -1.8442 4.1195 4.5442
H35 -3.5545 4.4487 4.8925
H36 -3.1291 3.3808 3.5485
H37 -2.1092 4.1413 1.8006
H38 -1.1569 5.6179 2.1096
H39 -2.2272 5.8268 0.0091
H40 -2.9985 6.9778 1.0885
H41 -5.0185 5.0278 2.3294
H42 -5.9797 4.7698 0.8837
H43 -6.8118 6.7270 1.9200
H44 -6.0013 7.1857 0.4007
H45 -4.8108 9.0049 0.5619
H46 -4.1665 9.5297 2.1276
H47 -5.9222 9.5396 1.8543
C33 -4.3031 6.4227 -4.4235
O13 -3.4951 5.2680 -4.4960
C34 -2.8230 5.1122 -5.7344
C35 -1.4326 4.5485 -5.5434
O14 -0.4875 5.4539 -4.9927
C36 -0.6092 5.8297 -3.6320
C37 -0.2651 4.7455 -2.6343
O15 -1.2678 3.7439 -2.5810
C38 -0.7630 2.4395 -2.4212
H48 -5.2237 6.2996 -5.0039
H49 -4.5659 6.5748 -3.3775
H50 -3.7641 7.3093 -4.7748
H51 -2.7557 6.0673 -6.2662
H52 -3.3995 4.4109 -6.3521
H53 -1.0427 4.3140 -6.5367
H54 -1.4626 3.6121 -4.9835
H55 -1.5892 6.2605 -3.4206
H56 0.1253 6.6282 -3.4986
H57 -0.1865 5.2022 -1.6380
H58 0.7047 4.3089 -2.8994
H59 0.0551 2.2418 -3.1131
H60 -1.5748 1.7435 -2.6353
H61 -0.4177 2.2816 -1.3917

Output
- Orbital gap: 6.05 eV
- Energy relative to the best compared isomer or geometry (same formula, charge and spin): 0.524 eV
- E_LUMO: -4.42 eV
- Net charge: +1
- HOMO energy: -0.3847 Ha
- Molecular weight: 941.7 Da
- Electronic energy: -100351.7052 eV

---

[3]
The following is a DFT calculation (ωB97M-V with the def2-TZVPD basis set) of 20 unconnected molecules or ions with the total composition C38H61Cl38INO5PS at a distorted geometry.

Element x y z (Å)
C1 6.1052 -0.8684 -2.0164
C2 6.3463 0.3754 -0.9277
O1 5.9772 0.0802 0.3492
N1 6.9671 1.7082 -1.2867
C3 5.9418 2.7328 -1.7286
C4 4.4927 2.6339 -0.9663
C5 3.6786 4.0911 -0.8977
C6 2.4857 3.9831 0.2612
C7 1.8520 2.4413 0.2707
C8 0.7577 2.0700 -0.9155
C9 0.1642 0.5258 -0.9328
C10 0.5774 -0.6542 0.1409
C11 1.6409 -0.2429 1.3312
C12 2.2762 1.2965 1.4083
I1 3.7003 1.7196 3.0266
C13 -0.0741 -2.1548 -0.0307
O2 0.3254 -3.0763 0.8842
C14 -1.1342 -2.5856 -1.2500
P1 -1.7411 -4.3878 -1.2450
O3 -2.2657 -4.9578 -2.7999
O4 -0.4073 -5.4822 -0.8180
C15 -1.4980 -1.5053 -2.2026
C16 -2.4994 -1.8243 -3.4586
C17 -4.0691 -2.0759 -3.0561
C18 -4.5926 -1.2327 -1.7485
S1 -4.8514 -2.4916 -0.3558
C19 -0.9465 0.0705 -2.0963
O5 -1.3757 1.0658 -2.8905
H1 7.1410 -1.4563 -2.0992
H2 5.7265 -0.4833 -3.0562
H3 5.3583 -1.6458 -1.5066
H4 7.5154 2.0476 -0.4551
H5 6.4326 3.7978 -1.5476
H6 5.7483 2.6574 -2.8962
H7 3.8509 1.8389 -1.5775
H8 4.6405 2.3147 0.1623
H9 4.4995 4.8787 -0.5634
H10 3.2713 4.4393 -1.9387
H11 2.9556 4.2077 1.3300
H12 1.6300 4.7720 0.0880
H13 0.4831 2.9075 -1.6852
H14 1.9884 -1.0244 2.1319
H15 -1.5595 -5.4698 -3.2922
H16 0.0687 -5.6999 -1.6806
H17 -2.4962 -0.8913 -4.2016
H18 -2.0158 -2.7093 -4.0958
H19 -4.7123 -1.6779 -3.9803
H20 -4.2843 -3.2165 -2.8929
H21 -3.9151 -0.3307 -1.4352
H22 -5.6491 -0.7636 -2.0428
H23 -3.8614 -2.3239 0.6390
C20 -7.1180 2.3267 -2.2885
Cl1 -7.7015 1.4744 -0.8538
Cl2 -5.6060 1.6234 -2.8752
H24 -7.8725 2.2560 -3.0757
H25 -6.9473 3.3756 -2.0341
C21 -9.1973 4.7710 -0.3899
Cl3 -10.9357 4.5688 -0.6396
Cl4 -8.4705 5.7048 -1.7033
H26 -9.0323 5.2963 0.5539
H27 -8.7266 3.7857 -0.3512
C22 -6.1743 -3.6673 -6.3611
Cl5 -5.4291 -4.8494 -5.2783
Cl6 -5.0527 -2.3537 -6.7373
H28 -6.4616 -4.1669 -7.2894
H29 -7.0606 -3.2505 -5.8767
C23 5.5100 5.1271 4.5386
Cl7 4.5956 5.5731 3.0930
Cl8 4.4625 5.0704 5.9615
H30 5.9575 4.1419 4.3866
H31 6.2961 5.8678 4.7048
C24 2.1680 -6.8752 -3.4710
Cl9 0.6962 -6.0093 -3.9284
Cl10 2.2443 -8.4580 -4.2547
H32 3.0365 -6.2856 -3.7744
H33 2.1766 -7.0141 -2.3872
C25 -0.9160 -10.8959 -3.7253
Cl11 -0.8622 -12.2209 -2.5563
Cl12 -1.2347 -9.3530 -2.9235
H34 0.0457 -10.8371 -4.2408
H35 -1.7111 -11.0919 -4.4486
C26 -9.6139 7.4726 3.3505
Cl13 -8.5103 6.2147 2.7805
Cl14 -11.0108 7.6268 2.2781
H36 -9.9620 7.2128 4.3532
H37 -9.0813 8.4262 3.3803
C27 6.9206 -3.7338 -4.3940
Cl15 5.3983 -4.6281 -4.4811
Cl16 6.6728 -2.0199 -4.7496
H38 7.3340 -3.8322 -3.3873
H39 7.6202 -4.1507 -5.1226
C28 8.0184 7.5627 2.1851
Cl17 7.6449 6.6713 0.7049
Cl18 7.9991 6.4941 3.5932
H40 9.0112 8.0091 2.0906
H41 7.2722 8.3487 2.3248
C29 7.7375 1.5455 4.6305
Cl19 7.6144 2.5524 3.1828
Cl20 7.2091 2.4297 6.0672
H42 7.1067 0.6623 4.5043
H43 8.7781 1.2398 4.7637
C30 10.5349 3.1600 -1.1577
Cl21 9.6204 3.6059 -2.6034
Cl22 9.4874 3.1033 0.2652
H44 10.9823 2.1747 -1.3097
H45 11.3209 3.9006 -0.9915
C31 -8.4891 2.6454 3.2815
Cl23 -7.3855 1.3876 2.7114
Cl24 -9.8860 2.7996 2.2091
H46 -8.8371 2.3856 4.2841
H47 -7.9565 3.5990 3.3112
C32 0.9757 -5.5154 3.4493
Cl25 2.1834 -5.3889 4.7340
Cl26 1.2955 -6.9099 2.4108
H48 -0.0132 -5.6270 3.9004
H49 1.0045 -4.6066 2.8433
C33 -2.5409 -10.6645 -7.3197
Cl27 -2.8419 -9.5492 -5.9816
Cl28 -1.8357 -12.1782 -6.7397
H50 -3.4869 -10.8818 -7.8214
H51 -1.8488 -10.1964 -8.0239
C34 2.3184 -0.9708 5.2793
Cl29 1.9449 -1.8622 3.7992
Cl30 2.2991 -2.0394 6.6875
H52 3.3112 -0.5245 5.1849
H53 1.5722 -0.1848 5.4191
C35 -6.9072 6.0298 6.7328
Cl31 -8.3789 6.8956 6.2754
Cl32 -6.8308 4.4470 5.9491
H54 -6.0387 6.6193 6.4294
H55 -6.8985 5.8908 7.8166
C36 -2.0495 -16.0065 -5.1508
Cl33 -1.3043 -17.1886 -4.0680
Cl34 -0.9279 -14.6929 -5.5271
H56 -2.3368 -16.5061 -6.0792
H57 -2.9358 -15.5897 -4.6664
C37 6.8109 7.8778 7.2244
Cl35 7.9145 6.6200 6.6544
Cl36 5.4140 8.0320 6.1521
H58 6.4629 7.6180 8.2271
H59 7.3435 8.8315 7.2542
C38 -9.6816 11.0053 5.9397
Cl37 -10.0551 10.1138 4.4596
Cl38 -9.7009 9.9366 7.3478
H60 -8.6888 11.4516 5.8452
H61 -10.4278 11.7912 6.0794

Output
- Orbital gap: 6.55 eV
- E_LUMO: -1.56 eV
- HOMO energy: -0.2979 Ha
- Molecular weight: 2149.1 Da
- Electronic energy: -556182.4693 eV

---

Question: The lowest HOMO energy belongs to which entry?
Answer: C38H60Cl2O33